(1)
22
Properties=species:S:1:pos:R:3:lowdin_charge:R:1 method="wB97M-V/def2-TZVPD" lumo_ev=-3.16 e_above_lowest_ev=0.682 homo_ev=-13.657 total_charge=+1
C 2.836 -0.243 -0.046 -0.029
C 2.296 -1.491 -0.311 -0.035
C 2.012 0.852 0.162 0.009
C 0.924 -1.678 -0.346 0.016
C 0.642 0.673 0.139 -0.115
C 0.095 -0.590 -0.093 -0.105
C -2.403 -1.555 0.430 0.028
C -0.356 1.807 0.223 -0.335
C -1.353 -0.683 -0.068 -0.207
N -1.687 1.175 0.430 0.203
O -2.253 -1.103 -0.923 0.128
O -0.389 2.574 -0.923 0.055
H 3.906 -0.113 -0.020 0.121
H 2.941 -2.334 -0.495 0.120
H 2.419 1.835 0.330 0.133
H 0.510 -2.646 -0.572 0.129
H -2.201 -2.609 0.578 0.136
H -3.241 -1.149 0.979 0.127
H -0.142 2.488 1.055 0.174
H -2.017 1.181 1.390 0.154
H -2.387 1.548 -0.214 0.163
H -0.150 2.062 -1.706 0.129



(2)
23
Properties=species:S:1:pos:R:3:lowdin_spin:R:1 method="wB97M-V/def2-TZVPD" lumo_ev="3.27 / 1.43" multiplicity=3 homo_ev="-0.856 / -5.116" total_charge=-1
C -2.030 -2.418 -0.304 0.423
C -0.742 -2.677 -0.865 0.288
C -2.210 -1.218 0.459 0.021
C 0.301 -1.770 -0.611 0.102
C -1.105 -0.376 0.722 0.353
C 0.233 -0.641 0.235 0.322
C 0.909 2.002 2.132 0.006
C 0.612 2.359 -0.363 0.016
C 1.528 1.807 0.701 0.069
N 1.349 0.051 0.699 0.296
O 1.797 2.056 2.967 0.002
O -0.306 2.007 2.278 0.001
S 3.217 1.984 0.733 0.027
H -2.697 -3.224 -0.410 0.030
H -0.610 -3.638 -1.384 0.019
H -3.175 -1.125 0.953 -0.008
H 1.254 -1.969 -1.086 -0.003
H -1.247 0.495 1.399 0.018
H 0.851 1.722 -1.192 0.002
H 0.818 3.458 -0.714 0.004
H -0.348 2.358 0.067 0.003
H 2.166 -0.300 0.256 0.006
H 3.014 1.843 2.247 0.003



(3)
23
Properties=species:S:1:pos:R:3:lowdin_charge:R:1 method="wB97M-V/def2-TZVPD" lumo_ev=-3.35 smiles="O=C1C[NH2+][C@@H]2O[C@@H]2[C@H]1c1cccs1" e_above_lowest_ev=0.716 homo_ev=-12.652 total_charge=+1
C 3.314 0.001 -0.673 -0.163
C 2.145 -0.071 -1.432 -0.065
C 3.124 0.033 0.655 -0.387
C 1.044 -0.124 -0.610 -0.457
C -1.011 -1.562 -0.316 -0.335
C -1.712 -1.077 1.039 -0.043
C -0.399 -0.324 -0.994 -0.156
C -1.251 1.087 -0.914 -0.130
C -1.813 1.447 0.353 -0.179
N -1.546 0.340 1.461 0.103
O -0.785 -2.681 -0.647 0.181
O -2.612 1.185 -0.691 0.123
S 1.497 -0.135 1.057 1.091
H 4.317 0.078 -1.008 0.116
H 2.247 0.043 -2.470 0.116
H 3.780 0.423 1.434 0.093
H -2.808 -1.211 0.794 0.164
H -1.373 -1.739 1.896 0.166
H -0.521 -0.503 -2.120 0.183
H -1.052 1.721 -1.775 0.170
H -1.798 2.302 1.007 0.171
H -2.216 0.432 2.233 0.189
H -0.571 0.332 1.721 0.048



(4)
24
Properties=species:S:1:pos:R:3:lowdin_charge:R:1 method="wB97M-V/def2-TZVPD" lumo_ev="-1.33 / -0.93" smiles="CCO[P@]1(=O)NC(=O)C2=C=CC=C[C@H]21" e_above_lowest_ev=3.991 homo_ev="-9.114 / -8.403"
C -0.541 1.761 0.505 -0.079
C -1.559 2.408 0.946 -0.098
C -0.659 0.388 -0.197 -0.195
C -2.877 2.242 0.239 -0.025
C -2.133 0.027 -0.129 -0.181
C -3.066 0.946 -0.068 0.091
C -2.348 -1.402 -0.376 -0.476
C 3.176 0.021 -0.146 -0.061
C 2.656 -1.385 -0.390 -0.299
N -1.129 -2.113 -0.391 0.025
O -3.373 -1.964 -0.698 0.085
O 0.689 -1.617 1.562 -0.272
O 1.337 -1.352 -0.924 -0.207
P 0.235 -1.232 0.207 0.643
H 0.491 1.900 0.730 0.095
H -1.393 3.509 1.333 0.149
H -0.334 0.628 -1.187 0.127
H -3.512 3.082 0.318 0.088
H 4.193 -0.003 0.029 0.045
H 2.941 0.476 -1.168 0.105
H 2.552 0.623 0.602 0.093
H 2.495 -1.790 0.628 0.093
H 3.306 -2.013 -0.924 0.109
H -1.148 -3.139 -0.499 0.144



(5)
24
Properties=species:S:1:pos:R:3:lowdin_charge:R:1 method="wB97M-V/def2-TZVPD" lumo_ev="3.45 / 3.45" e_above_lowest_ev=6.988 homo_ev="-4.442 / -4.442" total_charge=-1
C 0.787 -0.498 1.792 -0.134
C 0.338 -1.522 0.928 -0.177
C 1.220 0.706 1.392 -0.068
C -0.273 -1.376 -0.161 -0.056
C -2.807 0.173 0.362 -0.665
C 1.130 1.316 -0.016 -0.309
C -0.073 0.743 -0.647 0.009
C -1.011 -2.105 -1.262 -0.065
C 2.515 1.133 -0.748 -0.046
N -1.105 1.507 -0.780 -0.338
O -3.739 -0.567 0.182 0.028
O -2.298 0.834 -1.042 -0.026
O -2.067 0.408 1.318 0.014
O -1.031 2.740 -0.826 -0.038
H 0.939 -0.892 2.831 0.112
H 0.360 -2.532 1.399 0.125
H 1.485 1.438 2.193 0.111
H 0.852 2.337 0.271 0.129
H -1.449 -3.078 -0.853 0.095
H -0.474 -2.429 -2.176 0.077
H -1.876 -1.465 -1.286 0.041
H 3.267 1.509 -0.162 0.024
H 2.379 1.529 -1.743 0.062
H 2.930 0.092 -0.966 0.094



(6)
27
Properties=species:S:1:pos:R:3:lowdin_charge:R:1 method="wB97M-V/def2-TZVPD" lumo_ev="-3.56 / -3.56" e_above_lowest_ev=2.361 homo_ev="-8.954 / -8.953" total_charge=+1
O -1.728 -3.204 -2.096 0.157
C -1.066 -2.280 -2.044 -0.066
Pb 0.200 -0.175 -1.935 1.016
O 2.859 -2.008 -0.153 0.104
C 2.083 -1.473 -0.805 -0.116
C 1.771 1.763 -2.122 -0.056
O 2.441 2.668 -2.203 0.163
C -1.236 0.892 -3.606 -0.374
O -0.823 1.942 -4.009 -0.069
C 1.452 -1.071 -4.203 -0.031
O 1.867 -1.417 -5.193 0.137
H -2.070 0.014 -3.620 0.049
C -0.370 0.286 3.590 -0.001
N 0.002 0.024 2.215 -0.111
C 1.199 -0.816 1.962 0.001
C -0.745 0.538 1.293 -0.485
C -1.952 1.386 1.386 0.043
O -0.410 0.286 0.103 -0.263
H 0.390 -0.243 4.152 0.092
H -1.385 -0.098 3.695 0.109
H -0.357 1.371 3.690 0.109
H 0.993 -1.769 1.463 0.089
H 2.017 -0.303 1.446 0.090
H 1.551 -1.051 2.959 0.089
H -1.750 2.303 0.789 0.122
H -2.752 0.876 0.804 0.121
H -2.182 1.559 2.440 0.080



(7)
30
Properties=species:S:1:pos:R:3:lowdin_spin:R:1 method="wB97M-V/def2-TZVPD" lumo_ev="0.25 / -2.39" multiplicity=5 homo_ev="-9.149 / -9.827"
Rh 0.462 1.081 -0.236 2.729
N 4.701 2.318 -0.082 0.004
C 3.367 2.191 -0.097 0.019
O 2.832 1.128 -0.406 0.093
C 2.531 3.383 0.313 0.065
C 1.144 3.253 -0.266 0.455
H 5.254 1.511 -0.317 0.000
H 5.161 3.174 0.168 0.001
H 3.023 4.311 0.009 0.016
H 2.484 3.365 1.405 0.000
H 1.080 3.524 -1.319 0.032
H 0.357 3.707 0.334 0.036
O -3.562 0.888 -0.585 0.023
S -2.215 0.462 -0.368 0.009
O -1.555 1.081 0.804 0.124
O -1.302 0.690 -1.524 0.133
C -2.266 -1.316 -0.108 0.000
C -3.526 -1.879 -0.263 0.001
C -3.715 -3.241 -0.093 0.000
C -2.640 -4.047 0.242 0.000
C -1.380 -3.492 0.395 0.001
C -1.178 -2.130 0.219 -0.001
S 0.535 -1.599 0.358 0.009
O 0.597 -0.486 1.342 0.126
O 1.293 -2.752 0.734 0.023
O 0.872 -1.026 -0.966 0.101
H -4.345 -1.220 -0.512 0.000
H -4.702 -3.665 -0.217 0.000
H -2.780 -5.110 0.388 0.000
H -0.525 -4.102 0.649 0.000



(8)
22
Properties=species:S:1:pos:R:3:lowdin_charge:R:1 method="wB97M-V/def2-TZVPD" lumo_ev=0.79 smiles="COC(=O)[C@@]12C=CC=C[C@@H]1[C@H]2O" e_above_lowest_ev=3.510 homo_ev=-7.965
C 2.658 -0.365 0.849 -0.089
C 1.528 0.032 1.650 -0.087
C 2.557 -0.245 -0.511 -0.074
C 0.333 0.232 1.072 -0.075
C 1.430 0.261 -1.202 -0.142
C 0.119 0.448 -0.331 -0.135
C 0.957 1.659 -0.893 -0.220
C -3.325 -0.678 0.150 -0.039
C -1.255 -0.267 -0.745 -0.389
O 0.467 2.394 -1.930 0.041
O -1.582 -0.631 -1.880 0.083
O -2.039 -0.150 0.276 -0.041
H 3.604 -0.511 1.286 0.082
H 1.712 -0.002 2.776 0.127
H 3.464 -0.663 -1.042 0.126
H -0.528 0.385 1.705 0.118
H 1.446 -0.016 -2.237 0.146
H 1.354 2.138 -0.020 0.158
H -3.588 -1.427 0.919 0.108
H -3.322 -1.229 -0.759 0.066
H -4.056 0.175 0.007 0.127
H 0.321 1.738 -2.628 0.108



(9)
23
Properties=species:S:1:pos:R:3:lowdin_charge:R:1 method="wB97M-V/def2-TZVPD" lumo_ev=-0.33 e_above_lowest_ev=5.206 homo_ev=-8.525
C -2.694 -2.339 0.046 -0.071
C -2.236 -1.579 1.143 -0.062
C -1.934 -2.411 -1.067 -0.074
C -0.988 -1.006 1.107 -0.027
C -0.644 -1.870 -1.058 -0.011
C -0.152 -1.091 -0.023 -0.231
C 1.145 -0.484 -0.063 -0.339
C 2.217 2.277 -0.218 -0.134
C 1.537 1.643 0.924 0.021
O 3.910 -0.673 0.336 -0.277
O 2.726 -2.676 -0.518 -0.279
O 1.934 -0.336 -1.183 -0.180
S 2.673 -1.315 -0.015 0.788
H -3.492 -3.023 0.165 0.099
H -2.907 -1.397 1.867 0.066
H -2.209 -2.748 -2.062 0.113
H -0.824 -0.421 2.039 0.127
H 0.152 -1.860 -1.845 0.135
H 2.528 3.206 0.138 0.069
H 1.514 2.244 -1.132 0.130
H 3.003 1.684 -0.424 0.015
H 0.457 1.924 1.035 0.089
H 2.029 1.107 1.656 0.032



(10)
21
Properties=species:S:1:pos:R:3:lowdin_charge:R:1 method="wB97M-V/def2-TZVPD" lumo_ev="0.25 / 0.34" e_above_lowest_ev=4.708 homo_ev="-7.521 / -7.836"
C -1.273 1.801 -2.412 -0.097
C -1.048 0.504 -1.965 -0.056
C -0.836 2.844 -1.642 -0.134
C -0.320 0.312 -0.793 -0.137
C -0.381 2.650 -0.384 -0.128
C -0.038 1.360 0.032 -0.533
C 2.428 -2.803 1.108 -0.130
C 1.190 -2.492 0.851 -0.055
C -0.074 -0.728 2.148 -0.476
O -1.413 -0.802 1.753 -0.113
Se 0.891 0.924 1.670 1.012
H -1.763 1.940 -3.407 0.120
H -1.341 -0.271 -2.619 0.091
H -0.893 3.871 -2.082 0.123
H 0.175 -0.553 -0.573 0.044
H -0.157 3.557 0.323 0.142
H 2.843 -3.856 0.851 0.081
H 2.964 -2.537 2.001 0.031
H 0.490 -2.948 0.181 0.026
H 0.164 -1.020 3.259 0.090
H -1.609 -1.754 1.698 0.103



(11)
29
Properties=species:S:1:pos:R:3:lowdin_charge:R:1 method="wB97M-V/def2-TZVPD" lumo_ev="1.51 / 1.51" homo_ev="-5.286 / -5.288" total_charge=-1
Au -1.065 1.041 0.174 0.839
O 1.067 2.093 2.735 -0.360
S 0.757 2.689 1.456 0.270
O 1.360 3.976 1.204 -0.347
O 1.054 1.707 0.296 -0.503
O -0.788 2.801 1.309 -0.539
O -1.749 -1.393 -1.209 -0.060
N -1.672 -0.239 -1.264 -0.151
C -8.065 -0.362 -1.319 -0.061
C -6.743 -0.285 -0.604 -0.279
C -6.142 0.933 -0.332 -0.024
C -4.928 1.026 0.348 -0.302
C -4.337 2.385 0.613 -0.091
C -4.293 -0.150 0.755 -0.546
Se -2.647 -0.061 1.726 0.761
C -4.885 -1.397 0.501 -0.309
C -4.272 -2.693 0.964 -0.095
C -6.099 -1.441 -0.175 -0.028
H -8.330 0.600 -1.758 0.069
H -8.867 -0.648 -0.635 0.077
H -8.040 -1.104 -2.119 0.074
H -6.629 1.849 -0.651 0.110
H -5.080 3.163 0.434 0.072
H -3.475 2.585 -0.028 0.060
H -3.962 2.462 1.633 0.059
H -3.209 -2.740 0.723 0.044
H -4.784 -3.539 0.505 0.070
H -4.349 -2.795 2.048 0.078
H -6.550 -2.409 -0.372 0.112



(12)
23
Properties=species:S:1:pos:R:3:lowdin_charge:R:1 method="wB97M-V/def2-TZVPD" lumo_ev=0.77 smiles="C=C=N[C@@H]1[C@@H](Br)[C@@H]1N=C1CCC1" e_above_lowest_ev=1.748 homo_ev=-8.531
C 2.143 -1.317 -0.633 -0.216
C 1.702 -0.017 -1.276 -0.290
C 0.098 -1.984 0.451 -0.243
C -1.075 -2.159 0.955 -0.017
C -2.155 1.449 0.546 -0.168
C -1.950 0.988 -0.903 -0.111
C -0.674 1.315 0.838 -0.100
C 2.503 0.082 0.015 -0.554
C -0.514 0.773 -0.626 -0.303
N 1.199 -2.139 0.054 0.160
N 0.353 0.347 -1.447 0.131
Br 4.389 0.617 0.374 0.589
H 3.015 -1.762 -1.020 0.112
H 2.267 0.281 -2.184 0.147
H -1.422 -1.715 1.930 0.079
H -1.859 -2.682 0.364 0.074
H -2.495 2.439 0.798 0.104
H -2.677 0.603 0.957 0.092
H -2.449 -0.001 -1.092 0.136
H -1.847 1.763 -1.643 0.119
H -0.269 2.309 1.065 0.120
H -0.324 0.548 1.461 0.063
H 2.041 0.262 1.017 0.075